{"formula": "C48H43AsFNOPTi", "method": "the ωB97M-V functional and the def2-TZVPD basis", "e_above_lowest_kcal_mol": 5.10, "total_charge": 3, "symbols": ["As", "Ti", "P", "F", "O", "N", "C", "C", "C", "C", "C", "C", "C", "C", "C", "C", "C", "C", "C", "C", "C", "C", "C", "C", "C", "C", "C", "C", "C", "C", "C", "C", "C", "C", "C", "C", "C", "C", "C", "C", "C", "C", "C", "C", "C", "C", "C", "C", "C", "C", "C", "C", "C", "C", "H", "H", "H", "H", "H", "H", "H", "H", "H", "H", "H", "H", "H", "H", "H", "H", "H", "H", "H", "H", "H", "H", "H", "H", "H", "H", "H", "H", "H", "H", "H", "H", "H", "H", "H", "H", "H", "H", "H", "H", "H", "H", "H"], "positions_angstrom": [[-1.9941, 0.1868, -0.3974], [0.5548, 0.0779, -0.4892], [0.6536, -0.6265, 1.9029], [1.8962, 6.0619, -0.2271], [4.5203, -1.1435, -0.1166], [2.3460, -0.8036, -0.3785], [0.7103, -2.4190, 1.5887], [-4.2160, -1.7577, -0.0888], [3.4427, -0.2187, 1.7663], [-2.9838, 2.4929, -1.9759], [-1.8214, 1.1899, 4.5569], [2.2917, -0.2112, 2.5888], [4.6875, 0.1111, 2.3147], [1.7615, -4.5794, 1.6043], [-1.3100, -1.9960, -2.2934], [-2.6127, 4.7727, -1.3149], [-5.5380, -2.1241, 0.1024], [4.7934, 0.4437, 3.6558], [-0.4252, -4.3175, 0.6325], [2.7661, -1.4278, -1.6432], [1.8050, 3.9973, 0.8652], [-1.7929, 2.9939, 0.0588], [-6.1803, 0.1868, 0.1472], [-3.8785, -0.4112, -0.1883], [3.4019, -0.7004, 0.3930], [-0.4059, -2.9698, 0.9487], [-0.9246, 0.9522, 3.5316], [-2.2778, 2.0596, -0.8532], [3.6690, 0.4238, 4.4667], [4.2683, -1.7070, -1.4029], [-3.1297, 3.8502, -2.2119], [-0.5842, -0.3649, 3.2024], [-4.8603, 0.5658, -0.0322], [0.8909, 2.8548, -1.4982], [2.4325, -0.4725, -2.8148], [0.6654, -5.1199, 0.9483], [-6.5233, -1.1548, 0.2148], [-1.1604, -1.4354, 3.8885], [-1.3891, -0.6020, -2.1415], [-1.9620, 4.3478, -0.1677], [3.3439, 0.7546, -2.8694], [-1.1333, 0.2029, -3.2618], [-2.0570, -1.1830, 4.9136], [1.6296, 4.7687, -0.2763], [-1.0284, -2.5586, -3.5299], [-0.8426, -0.3701, -4.4914], [-0.7911, -1.7492, -4.6310], [1.7912, -3.2308, 1.9252], [1.1780, 4.2082, -1.4645], [-2.3879, 0.1227, 5.2439], [1.5252, 2.6425, 0.8055], [1.0497, 2.0394, -0.3680], [2.4231, 0.1162, 3.9333], [2.4525, -1.2189, -4.1431], [2.2121, -2.3766, -1.7754], [0.6490, -6.1695, 0.6973], [-3.4568, -2.5274, -0.1642], [-1.0273, -3.6317, -3.6448], [0.5245, 2.4469, -2.4393], [-3.0859, 0.3106, 6.0438], [-1.2824, -2.3345, 0.7712], [2.0950, -0.5693, -4.9366], [-6.9379, 0.9483, 0.2433], [-0.5893, -2.1896, -5.5951], [-4.5980, 1.6183, -0.0550], [-1.2889, -4.7555, 0.1530], [-1.5683, -2.6603, -1.4737], [5.7572, 0.6915, 4.0711], [-2.7480, 5.8274, -1.4927], [1.6816, 2.0595, 1.7135], [-0.6910, 0.2641, -5.3493], [2.9490, 1.4643, -3.5920], [3.7542, 0.6575, 5.5168], [4.9339, -1.2251, -2.1197], [5.5647, 0.1186, 1.6833], [-2.0761, 2.2033, 4.8284], [4.5125, -2.7717, -1.3509], [-3.4586, 1.7682, -2.6316], [-1.2467, 1.2824, -3.1898], [1.8109, -2.0973, -4.1062], [4.3394, 0.4893, -3.2159], [3.4631, -1.5311, -4.3960], [-1.3070, 2.6345, 0.9658], [1.5528, 0.1237, 4.5743], [-1.5891, 5.0677, 0.5432], [2.5935, -5.2120, 1.8720], [-3.6474, 4.1947, -3.0939], [2.1578, 4.4675, 1.7718], [-7.5517, -1.4442, 0.3690], [1.3827, -0.1206, -2.6184], [-0.4570, 1.7778, 3.0037], [1.0448, 4.8382, -2.3295], [3.4315, 1.2593, -1.9021], [-5.7943, -3.1697, 0.1732], [-0.9019, -2.4555, 3.6437], [2.6441, -2.8160, 2.4438], [-2.4905, -2.0108, 5.4565]], "lowdin_charge": [1.36, 0.84, 1.07, 0.14, 0.10, -0.02, -0.37, -0.11, -0.14, -0.11, -0.04, -0.29, 0.04, -0.03, -0.09, -0.03, -0.05, 0.00, -0.05, -0.23, 0.04, -0.13, -0.04, -0.32, -0.28, -0.14, -0.10, -0.41, 0.00, -0.01, -0.03, -0.37, -0.09, -0.10, -0.38, -0.03, -0.03, -0.06, -0.40, -0.05, -0.03, -0.11, -0.03, -0.24, -0.03, -0.04, -0.03, -0.05, 0.04, -0.03, -0.09, -0.26, -0.03, -0.03, 0.16, 0.13, 0.08, 0.13, 0.11, 0.12, 0.06, 0.10, 0.12, 0.14, 0.10, 0.12, 0.08, 0.13, 0.12, 0.08, 0.13, 0.10, 0.13, 0.14, 0.14, 0.12, 0.16, 0.13, 0.09, 0.08, 0.09, 0.11, 0.08, 0.12, 0.12, 0.13, 0.12, 0.14, 0.13, 0.08, 0.09, 0.14, 0.09, 0.12, 0.11, 0.12, 0.12]}


{"formula": "C48H43GaGeI2N5OS2", "method": "the ωB97M-V functional and the def2-TZVPD basis", "total_charge": 2, "s2": 0.76, "multiplicity": 2, "symbols": ["I", "I", "Ge", "Ga", "S", "S", "O", "N", "N", "N", "N", "N", "C", "C", "C", "C", "C", "C", "C", "C", "C", "C", "C", "C", "C", "C", "C", "C", "C", "C", "C", "C", "C", "C", "C", "C", "C", "C", "C", "C", "C", "C", "C", "C", "C", "C", "C", "C", "C", "C", "C", "C", "C", "C", "C", "C", "C", "C", "C", "C", "H", "H", "H", "H", "H", "H", "H", "H", "H", "H", "H", "H", "H", "H", "H", "H", "H", "H", "H", "H", "H", "H", "H", "H", "H", "H", "H", "H", "H", "H", "H", "H", "H", "H", "H", "H", "H", "H", "H", "H", "H", "H", "H"], "positions_angstrom": [[-4.0127, -5.7693, 3.0534], [-4.8625, -0.2421, 0.9397], [2.9631, -0.0388, 1.6417], [0.1770, -0.1250, 1.6648], [0.2001, -1.2313, -0.6026], [0.1377, 1.9047, 0.3056], [-1.7189, -0.1688, 1.5457], [-1.3120, 2.1315, -1.8707], [-0.0324, -2.0422, 2.3689], [0.2029, 0.8898, 3.5022], [-1.9738, -0.5454, -1.9209], [-0.0650, 1.6824, 5.5145], [3.8602, -4.0283, 0.4204], [3.3392, 0.4677, 3.4867], [5.1546, -4.1655, 0.8998], [3.1967, 0.0980, -1.6913], [3.4223, 2.5140, -1.7524], [-1.4410, -2.7256, -6.3622], [-2.6356, 4.1162, -1.4134], [-4.0421, -2.9500, 2.0503], [0.3354, 2.7450, 4.7470], [-5.1655, 5.0397, -0.7339], [3.3244, 1.2473, -3.8083], [3.2932, 1.3254, -0.9943], [-3.2389, 3.6932, -0.2306], [3.1684, -2.8442, 0.6189], [-2.7098, -2.9572, -5.8585], [3.7605, -1.7774, 1.2954], [3.2093, 0.0594, -3.0572], [-2.2343, -1.3454, 1.8348], [-0.5259, -0.7224, 5.3491], [3.4341, 2.4467, -3.1665], [-0.9522, -0.1693, -1.2111], [3.3694, 2.6581, 1.0316], [-0.7041, -2.0069, -4.1906], [-2.8911, 0.4360, -2.5112], [-3.2101, -3.9220, 2.5373], [-2.9813, -2.7061, -4.5199], [-0.1386, 0.5820, 4.7502], [-4.4998, 4.1542, 0.1053], [-3.5605, -1.6712, 1.6964], [-1.3577, -2.3774, 2.2988], [-3.3068, 4.9931, -2.2537], [-0.8501, -4.5642, 3.1450], [-1.9821, -2.2324, -3.6818], [0.4687, -4.2024, 3.2145], [5.0565, -1.9377, 1.7899], [0.4953, 2.2478, 3.5025], [-2.2797, -1.9516, -2.2314], [3.5295, 3.8356, 0.2728], [-0.4375, -2.2490, -5.5271], [-1.8205, -3.6528, 2.6709], [-2.0826, 1.6014, -3.0020], [5.7529, -3.1207, 1.5827], [-0.7755, 1.3345, -0.9864], [3.2639, 1.4203, 0.4342], [-1.2680, 3.6018, -1.7825], [-4.5700, 5.4582, -1.9121], [3.5448, 3.7592, -1.0871], [0.8481, -2.9186, 2.8038], [3.1573, -0.8939, -3.5658], [2.1621, -2.7701, 0.2427], [3.3296, 2.7507, 2.1091], [-3.4084, -0.0503, -3.3371], [-0.8253, -1.4403, 4.5963], [-3.4906, -3.3294, -6.5050], [-2.8416, 5.3241, -3.1732], [0.0879, -1.6504, -3.5406], [-1.3965, 1.3174, -3.8047], [0.4619, 3.7328, 5.1445], [-2.7378, 2.3984, -3.3511], [4.4181, 0.5850, 3.5950], [-1.2301, -2.9186, -7.4037], [-5.0846, 6.1473, -2.5654], [3.1329, -0.8270, -1.1372], [3.6356, 4.7880, 0.7709], [6.7609, -3.2240, 1.9573], [-4.9601, 3.8350, 1.0292], [-5.0971, -3.1562, 1.9361], [-1.3632, -0.5823, 6.0301], [-3.3404, -2.0877, -2.0144], [0.3065, -1.1380, 5.9173], [5.6945, -5.0881, 0.7443], [-3.9747, -2.8861, -4.1289], [-0.5062, 3.8788, -1.0544], [3.5423, 3.3629, -3.7299], [-2.7243, 3.0065, 0.4308], [3.0091, -0.3231, 4.1596], [3.3461, 1.2040, -4.8879], [3.6584, 4.6558, -1.6834], [0.5537, -2.0760, -5.9195], [3.3901, -4.8457, -0.1085], [-3.6169, 0.7391, -1.7504], [-0.9573, 3.9691, -2.7617], [0.8232, 2.7764, 2.6259], [-1.7019, -2.5815, -1.5537], [-0.2801, 1.7094, 6.5008], [-6.1454, 5.4049, -0.4660], [2.8515, 1.3955, 3.7662], [5.5449, -1.1379, 2.3315], [1.2216, -4.8907, 3.5660], [1.8869, -2.6117, 2.8232], [-1.1620, -5.5540, 3.4506]], "lowdin_charge": [1.00, 1.02, 1.01, 0.10, 0.87, 0.91, -0.17, -0.07, 0.03, 0.05, -0.06, 0.14, -0.06, -0.20, -0.06, -0.06, -0.16, -0.06, -0.23, -0.20, -0.03, -0.06, -0.06, -0.19, -0.04, -0.16, -0.06, -0.33, -0.06, -0.41, 0.04, -0.02, -0.58, -0.13, -0.04, -0.08, -0.67, -0.04, -0.32, -0.07, -0.63, -0.16, -0.04, 0.00, -0.22, 0.00, -0.10, -0.15, -0.10, -0.05, -0.06, -0.19, -0.06, -0.06, -0.54, -0.30, -0.09, -0.06, -0.01, -0.09, 0.11, 0.04, 0.09, 0.14, 0.06, 0.11, 0.12, 0.09, 0.15, 0.13, 0.14, 0.04, 0.11, 0.11, 0.07, 0.11, 0.12, 0.11, 0.09, 0.10, 0.14, 0.10, 0.12, 0.12, 0.09, 0.12, 0.10, 0.03, 0.11, 0.12, 0.11, 0.11, 0.09, 0.14, 0.07, 0.10, 0.18, 0.11, 0.00, 0.10, 0.12, 0.10, 0.08]}


Calculated energy, -149946.4442 -206726.3958 eV (same order as the records).
Calculated F_max, 2.09 0.38 eV Å⁻¹ (same order as the records).